[1]
The following is a quantum chemistry calculation of a molecular structure, C3H15AlN6O6 at a distorted geometry, from the OMol25 dataset.

XYZ file:
```
31
Properties=species:S:1:pos:R:3:forces:R:3
Al 0.293627 0.831812 -1.730565 0.87 -0.79 1.01
O 0.560897 1.767322 -4.432395 -0.19 -0.53 2.28
H 1.021707 2.619652 -4.306985 -0.13 -0.23 0.05
O 2.129717 0.486752 0.540705 -0.77 0.29 -1.30
H 2.667827 -0.297178 0.316155 -0.36 0.29 0.06
O 1.707287 3.219632 -1.001195 -0.44 -0.29 -0.19
H 2.381207 3.903842 -0.821665 0.12 -0.32 -0.01
C -1.643963 2.822892 0.984385 0.66 -0.45 -1.54
O -1.448143 1.676032 0.554235 -0.01 -0.86 -0.49
N -0.719363 3.767112 0.778375 0.25 1.41 0.59
N -2.778643 3.226652 1.557725 -0.94 0.80 0.88
H 0.175847 3.578912 0.350275 -0.10 -0.32 0.15
H -0.854613 4.667982 1.214535 0.25 -0.07 -0.25
H -2.847373 4.208012 1.786445 -0.17 -0.23 0.03
H -3.662393 2.740672 1.503745 0.52 -0.32 -0.10
C 1.612337 -2.754858 -1.359435 -2.11 2.16 -0.66
O 0.743797 -2.092748 -1.937025 -0.67 0.28 -1.11
N 1.459117 -3.982858 -0.917295 -0.83 -2.29 0.43
N 2.737907 -2.194158 -1.016755 2.49 0.14 1.06
H 0.583057 -4.461508 -1.070595 0.32 0.09 0.05
H 2.180377 -4.422278 -0.363405 -0.38 -0.18 -0.28
H 3.255787 -2.821138 -0.417765 1.17 1.16 -0.22
H 3.017357 -1.307018 -1.410455 0.27 -0.51 0.21
C -1.357833 -1.675928 0.958615 -0.12 0.74 -2.27
O -0.996343 -1.187828 -0.107365 0.52 0.44 -1.49
N -1.783223 -2.919908 1.079855 -0.17 -2.69 -0.65
N -1.466333 -1.030188 2.064755 -0.07 1.97 3.87
H -2.263573 -3.206388 1.920865 0.08 -0.29 -0.57
H -1.673393 -3.521998 0.276415 -0.30 -0.03 0.41
H -1.576593 -1.619078 2.877855 -0.05 0.86 0.22
H -1.456083 -0.022218 2.127965 0.27 -0.23 -0.19
```
Positions in Å, forces in eV/Å.

Computed properties:
E_tot: -31164.3938 eV
HOMO-LUMO gap (spin up / spin down): 0.188 / 0.165 Ha
charge: +1
spin multiplicity: 2
E_HOMO (spin up / spin down): -12.811 / -11.160 eV

=====

[2]
The following is a quantum chemistry calculation of 2 unconnected molecules or ions with the total composition CHCl2NS at a distorted geometry, from the OMol25 dataset.

XYZ file:
```
6
Properties=species:S:1:pos:R:3:forces:R:3
C -0.312049 -1.096624 -0.324703 0.39 0.63 0.42
N -0.712984 -0.623750 0.706815 -0.19 1.49 -0.07
S 1.630766 1.748917 -0.742208 -0.15 -0.55 -0.17
Cl -0.123142 -2.626722 -0.901585 0.13 -0.76 -0.54
Cl 0.130857 2.120825 0.510589 0.10 0.98 0.13
H -0.613448 0.477354 0.751093 -0.27 -1.78 0.23
```
Positions in Å, forces in eV/Å.

Computed properties:
E_tot: -38419.6181 eV
HOMO-LUMO gap (spin up / spin down): 0.302 / 0.207 Ha
E_HOMO (spin up / spin down): -9.328 / -8.336 eV

=====

[3]
The following is a quantum chemistry calculation of 2 unconnected molecules or ions with the total composition C3H11N3 at a distorted geometry, from the OMol25 dataset.

XYZ file:
```
17
Properties=species:S:1:pos:R:3:forces:R:3
C -2.372861 -0.799367 -0.326306 1.10 0.71 0.95
C -1.899427 1.469129 0.219335 0.17 2.10 -0.25
N -2.000894 0.248740 0.634555 0.02 -3.42 0.61
H -1.658996 -1.687828 -0.212400 -0.95 0.74 -0.07
H -2.278456 -0.472656 -1.385686 -0.20 -0.02 0.16
H -3.409207 -1.109115 -0.103187 0.21 -0.27 -0.38
H -1.569431 2.253216 0.908907 -0.07 -0.17 -0.15
H -2.099932 1.766947 -0.791312 -0.13 0.27 -0.85
N 1.512355 -1.068807 0.742441 -0.31 0.93 2.11
C 1.649611 0.273014 0.143549 0.43 -1.41 -1.11
N 2.941803 0.506588 -0.535495 0.74 -0.99 0.92
H 1.297813 -1.760836 0.082969 -0.23 -0.97 -1.42
H 0.672463 -1.074663 1.365299 0.88 0.31 -0.65
H 0.883903 0.419440 -0.604609 -0.39 0.51 0.00
H 1.558683 0.949529 0.953001 -0.24 0.91 0.48
H 3.689819 0.303678 0.169375 -0.78 0.24 -0.81
H 3.082755 -0.217014 -1.260434 -0.24 0.54 0.47
```
Positions in Å, forces in eV/Å.

Computed properties:
E_tot: -7757.1855 eV
HOMO-LUMO gap (spin up / spin down): 0.115 / 0.280 Ha
charge: -1
spin multiplicity: 2
E_HOMO (spin up / spin down): 1.054 / -3.566 eV

=====

[4]
The following is a quantum chemistry calculation of C5H8N2 in the gas phase at a distorted geometry, from the OMol25 dataset.

XYZ file:
```
15
Properties=species:S:1:pos:R:3:forces:R:3
C 0.414958 1.725404 0.262414 -0.14 -0.16 -0.04
C -0.589632 -0.551668 -0.062171 -0.19 -0.49 -0.17
C 0.520258 0.220745 0.203748 1.00 0.02 -0.74
N -0.523860 -1.924698 -0.137408 0.20 0.36 0.11
N -1.845928 -0.024771 -0.232092 0.17 0.08 -0.04
C 1.689175 -0.479381 1.089715 0.61 -0.39 0.50
C 2.002207 -0.469766 -0.148465 -1.54 0.56 0.42
H -1.912213 0.979862 -0.321001 0.05 -0.25 0.01
H -2.479342 -0.545763 -0.822062 0.09 0.10 0.12
H -1.330985 -2.418327 0.210533 -0.05 0.02 -0.01
H 0.361518 -2.289832 0.203232 -0.18 0.08 -0.05
H -0.054068 2.136306 -0.639021 0.03 0.07 0.03
H 1.410992 2.158855 0.345430 -0.11 -0.05 0.01
H -0.163808 2.045901 1.134826 0.02 0.07 0.00
H 2.500727 -0.562866 -1.087678 0.05 0.00 -0.13
```
Positions in Å, forces in eV/Å.

Computed properties:
E_tot: -8291.3303 eV
HOMO-LUMO gap: 0.302 Ha
E_HOMO: -7.494 eV

=====

[5]
The following is a quantum chemistry calculation of a molecular structure, C22H16N5O2PdSe2 at a distorted geometry, from the OMol25 dataset.

XYZ file:
```
48
Properties=species:S:1:pos:R:3:forces:R:3
Pd -0.042083 -0.006865 -0.673442 0.29 0.15 -1.56
O -1.428283 3.743035 -1.230542 -0.13 -0.16 0.12
C -1.228683 2.578035 -0.986542 -0.15 0.22 0.00
N -0.039183 1.951335 -0.760942 -0.19 0.00 0.11
C 1.169717 2.579735 -0.714842 0.32 0.19 -0.01
O 1.392517 3.764635 -0.718442 0.12 -0.18 0.03
C 2.282217 1.552135 -0.649442 0.65 0.39 0.06
C 3.605217 1.971835 -0.603442 -0.27 -0.03 -0.02
C 4.616717 1.029535 -0.551842 -0.29 -0.10 0.06
C 4.261717 -0.310765 -0.534142 -0.15 0.11 -0.10
C 2.921917 -0.656165 -0.589042 0.28 -0.30 -0.07
N 1.948717 0.252635 -0.644742 0.42 0.32 -0.12
C -2.357683 1.575635 -0.896442 -0.60 0.37 -0.19
C -3.669583 2.029435 -0.852542 0.24 -0.09 0.00
C -4.700183 1.107335 -0.802042 0.23 -0.11 -0.01
C -4.373783 -0.240665 -0.840142 0.10 0.08 0.01
C -3.040283 -0.614365 -0.890542 -0.27 -0.36 -0.04
N -2.044583 0.268935 -0.892942 -0.35 0.31 0.06
H 3.799417 3.032235 -0.611042 -0.02 0.12 -0.01
H 5.651817 1.328735 -0.518642 0.11 0.04 0.01
H 5.009517 -1.083265 -0.477742 0.07 -0.14 -0.03
H 2.632217 -1.701665 -0.573042 -0.05 0.21 -0.04
H -3.838683 3.096535 -0.854842 0.03 0.03 -0.03
H -5.729983 1.426335 -0.745042 -0.06 0.02 -0.01
H -5.142383 -0.996965 -0.819042 0.00 -0.10 -0.04
H -2.772683 -1.665665 -0.934942 0.04 0.16 0.02
Se -0.950583 -2.309765 1.160758 1.99 -0.29 1.72
Se 1.593217 -1.399965 2.233358 -2.28 -1.29 -0.63
C 0.572017 0.072035 2.834158 -0.27 0.57 0.25
C 0.521717 0.365035 4.194158 0.14 -0.31 -0.17
C -0.253783 1.431235 4.606058 -0.14 0.30 -0.18
C -0.922983 2.178135 3.647658 0.12 -0.17 0.22
C -0.813283 1.801935 2.318858 0.05 -0.02 -0.01
N -0.092883 0.764635 1.909358 0.26 0.16 0.58
C -0.250883 -2.971965 -0.461842 0.05 -0.17 -0.10
C -0.145183 -4.315265 -0.822242 -0.12 0.30 0.26
C 0.372517 -4.622165 -2.066142 0.08 0.30 -0.31
C 0.764717 -3.587965 -2.915742 -0.07 -0.25 0.31
C 0.621217 -2.281765 -2.486942 0.13 0.04 -0.29
N 0.127917 -1.985565 -1.281842 -0.13 -0.28 -0.16
H 1.063117 -0.250565 4.897558 -0.02 -0.01 0.05
H -0.342583 1.673435 5.653158 0.04 0.05 0.11
H -1.517383 3.031835 3.921858 -0.13 0.13 0.04
H -1.319683 2.369235 1.548658 -0.05 0.02 0.00
H -0.461583 -5.084065 -0.132542 0.02 0.01 0.02
H 0.468117 -5.649665 -2.382342 0.02 -0.09 0.00
H 1.183417 -3.797265 -3.886342 -0.01 0.02 -0.12
H 0.899217 -1.443265 -3.123242 -0.04 -0.14 0.19
```
Positions in Å, forces in eV/Å.

Computed properties:
E_tot: -168786.1905 eV
HOMO-LUMO gap (spin up / spin down): 0.222 / 0.222 Ha
charge: +1
E_HOMO (spin up / spin down): -11.359 / -11.358 eV

=====

[6]
The following is a quantum chemistry calculation of a molecular structure, C7H25CaN12O9 at a distorted geometry, from the OMol25 dataset.

XYZ file:
```
54
Properties=species:S:1:pos:R:3:forces:R:3
Ca -2.633047 -1.541020 2.003606 1.75 0.50 -2.56
O 0.503782 1.119408 0.968500 -2.21 0.93 -0.51
C -0.604012 0.357839 0.943062 -0.90 -2.48 1.36
O -1.728778 0.780917 1.340575 -0.19 1.20 0.50
O -0.513152 -0.874237 0.714471 1.08 -0.59 -0.12
H 0.039885 1.966304 1.147934 1.15 0.35 0.14
C -2.584619 4.009197 2.921276 1.27 2.06 1.19
O -2.687922 5.069428 3.535308 -0.74 -0.63 -1.06
N -2.130400 2.913505 3.596720 -0.29 -1.61 -1.14
N -2.666002 3.865116 1.559225 -0.37 -0.31 0.02
H -2.063407 2.961850 4.594394 -0.12 0.13 0.08
H -2.266541 2.022497 3.121092 0.34 0.31 0.57
H -2.298887 3.046199 1.112616 -0.13 -0.21 0.03
H -3.017269 4.600310 0.976054 0.08 0.26 0.27
C 2.522622 3.066890 -1.525635 0.53 0.49 -3.90
O 2.822378 3.898469 -2.388659 -0.26 -0.31 1.16
N 2.857399 3.140703 -0.243150 -0.06 0.30 0.77
N 1.892714 1.906309 -1.897553 -0.61 -0.71 1.80
H 2.568444 2.403933 0.374304 0.40 0.30 0.52
H 3.336899 3.990806 0.000287 -0.05 -0.24 0.55
H 1.727013 1.596376 -2.830338 0.22 0.42 -0.27
H 1.673131 1.299792 -1.120418 -0.14 -0.37 -0.56
C 3.578403 -0.246661 2.170168 0.38 0.27 0.55
O 3.210433 -0.056606 3.320840 0.14 -0.10 -0.35
N 2.731061 -0.566225 1.154251 0.27 -0.09 -0.07
N 4.876332 -0.134968 1.731234 0.31 0.06 -0.27
H 3.068846 -0.453465 0.215427 -0.25 -0.46 -0.20
H 1.787604 -0.818819 1.373139 -0.05 0.08 -0.11
H 5.630544 0.236865 2.277367 -0.35 -0.02 0.49
H 5.165889 -0.560745 0.868682 -0.20 -0.03 -0.08
C -1.310975 -4.258217 0.396589 0.29 0.35 0.38
O -1.980498 -3.627639 1.253377 -0.90 0.28 0.51
N -1.123364 -5.575311 0.470362 -0.04 -0.16 0.09
N -0.731886 -3.604950 -0.631814 0.32 0.43 -0.15
H -0.619938 -6.061812 -0.250005 -0.05 0.00 -0.07
H -1.520723 -6.114150 1.219010 0.00 0.11 0.10
H 0.250581 -3.792718 -0.783627 -0.10 -0.25 -0.38
H -0.900695 -2.605860 -0.601764 0.03 -0.01 0.06
C 2.441516 -1.819584 -2.335149 0.51 -0.07 -0.71
O 3.384939 -2.036113 -1.584057 -0.82 0.05 -0.11
N 1.183476 -1.472272 -1.907498 0.58 -0.25 1.26
N 2.531823 -1.949831 -3.685066 0.50 -0.26 -0.37
H 1.177633 -1.317330 -0.907604 -0.60 0.35 -0.18
H 0.497887 -1.051752 -2.501010 -0.10 0.09 -0.05
H 1.852642 -1.607001 -4.334337 -0.22 -0.06 0.03
H 3.356045 -2.382152 -4.066383 0.08 0.24 0.10
C -3.889904 -0.345875 -1.251179 0.33 1.74 0.82
O -3.027291 -0.895886 -0.536254 -1.06 -0.70 0.23
N -5.158713 -0.087194 -0.837142 1.15 -0.97 -0.57
N -3.513018 0.286509 -2.391301 0.72 -0.93 0.37
H -5.367920 -0.396061 0.090466 -0.78 0.20 -0.13
H -5.702643 0.506636 -1.431019 -0.67 0.07 0.54
H -2.513680 0.410937 -2.403330 -0.12 0.11 -0.63
H -4.114638 0.797659 -3.006042 -0.05 0.11 0.00
```
Positions in Å, forces in eV/Å.

Computed properties:
E_tot: -62415.1845 eV
HOMO-LUMO gap: 0.244 Ha
charge: +1
E_HOMO: -11.450 eV

=====

- Number 3 is which compound?
  C3H11N3

=====

- Which value of E_tot does entry 6 give?
  -62415.1845 eV

=====

- The highest E_tot belongs to which entry?
  C3H11N3